This record from the Open Molecules 2025 dataset describes C19H22N2O3 in the gas phase in a non-equilibrium geometry. The level of theory is wB97M-V/def2-TZVPD.

SMILES: O=C(c1cnco1)N1CC[C@@](O)(c2ccccc2)[C@@H]2CCCC[C@@H]21
Molar mass (g mol⁻¹): 326.40
Max |F| (eV Å⁻¹): 3.6
Electronic energy (eV): -29182.367
Energy relative to the best compared isomer or geometry (same formula, charge and spin) (kJ/mol): 210.7

Last column: Mulliken charge in e.
CARTESIAN COORDINATES (ANGSTROEM)
O -0.860 3.572 -1.780  -0.704
N -0.228 2.229 -5.659  -0.584
O -0.505 0.695 -4.055  -0.343
O -2.102 -1.001 1.339  -0.683
C -0.989 2.383 -2.082  0.972
C -0.212 0.948 -5.397  -0.087
C -0.469 2.851 -4.450  -0.144
C -0.690 1.933 -3.476  0.019
C 2.181 -3.199 2.480  -0.262
C 2.433 -1.826 2.450  -1.042
C 1.001 -3.701 1.963  -0.998
C 1.463 -0.972 1.912  0.081
C 0.039 -2.835 1.449  -0.212
C 0.217 -1.430 1.394  -0.251
N -1.512 1.564 -1.084  0.244
C -1.977 0.206 -1.380  -1.216
C -2.989 2.494 2.313  -0.900
C -2.232 1.529 3.193  -0.362
C -0.991 -0.756 -0.744  -1.149
C -3.020 2.026 0.838  -0.871
C -0.814 1.271 2.714  -1.391
C -0.894 -0.520 0.779  1.221
C -1.591 1.933 0.330  -1.053
C -0.701 0.979 1.149  0.462
H -2.013 -1.089 2.326  0.536
H 0.053 0.204 -6.104  0.428
H -0.515 3.918 -4.263  0.483
H 2.923 -3.839 2.940  0.387
H 3.365 -1.436 2.833  0.406
H 0.842 -4.770 2.042  0.374
H 1.753 0.075 1.910  0.290
H -0.940 -3.242 1.157  0.361
H -3.008 0.109 -0.992  0.309
H -2.071 0.042 -2.439  0.786
H -2.510 3.478 2.416  0.348
H -4.034 2.594 2.617  0.414
H -2.827 0.608 3.219  0.190
H -2.157 1.906 4.252  0.388
H -1.256 -1.774 -0.967  0.620
H 0.001 -0.661 -1.215  0.401
H -3.561 1.069 0.815  0.313
H -3.561 2.744 0.214  0.289
H -0.404 0.447 3.301  0.377
H -0.282 2.181 2.880  0.506
H -1.155 2.947 0.484  0.536
H 0.339 1.241 0.831  0.515

Forces on the atoms, in the same order (eV/Å):
O 0.67 -0.62 -1.25
N 0.46 -0.85 0.25
O 0.16 -0.53 -0.70
O -0.98 -0.32 1.12
C -1.26 0.45 2.98
C -0.67 2.85 2.04
C -0.50 0.00 0.18
C 0.51 0.53 -0.92
C 0.51 0.65 0.14
C -1.05 -0.50 -0.44
C -0.02 0.26 0.27
C -0.14 0.07 -0.32
C -0.83 0.49 -0.07
C 1.57 -0.41 0.21
N 0.22 -0.53 -2.04
C 0.02 0.39 0.72
C -0.23 0.39 -0.56
C -0.49 -0.23 1.03
C 0.25 0.16 0.14
C -0.06 0.19 0.59
C -0.77 -0.75 -1.67
C 0.98 -0.56 0.93
C 0.39 0.59 0.17
C 0.95 -0.27 0.35
H 0.04 0.21 -1.53
H -0.10 -0.95 0.04
H 0.05 -0.23 -0.46
H -0.07 -0.20 -0.12
H -0.02 0.11 0.03
H -0.28 0.08 -0.21
H -0.41 0.01 -0.14
H 0.53 0.16 -0.09
H 0.55 -0.20 0.07
H 0.21 0.08 -0.43
H -0.19 0.03 -0.30
H 0.13 0.08 0.32
H 0.19 -0.02 0.18
H -0.27 -0.31 -0.95
H -0.37 -0.65 0.31
H -0.23 0.40 0.23
H 0.26 0.18 -0.13
H 0.01 -0.05 0.11
H 0.37 0.18 -0.12
H 0.80 0.54 0.30
H -0.27 -0.65 -0.56
H -0.64 -0.23 0.28